210
Properties=species:S:1:pos:R:3:forces:R:3 method="wB97M-V/def2-TZVPD" total_energy_ha=-3392.48642 mol_weight_g_mol=1086.8 multiplicity=2 total_charge=+1
C -1.745569 -4.846982 1.215408 0.9319 0.8778 0.7765
C -0.580419 -5.805712 1.023778 -1.4841 -2.0837 0.3682
C -1.129769 -7.131272 1.665608 1.1950 0.8305 0.9243
C -0.474809 -8.428042 1.323678 -1.6608 0.0405 -2.7533
C -0.731159 -8.512262 -0.226872 1.1902 0.4350 0.7694
C 0.057051 -7.353272 -1.010562 -1.2087 -1.9567 0.1189
N -0.420539 -6.021472 -0.451352 2.3707 0.5103 -1.1095
O -0.100269 -4.876592 -1.268252 -0.0805 -2.1103 3.4137
C 1.633181 -7.632832 -0.886102 -1.3458 1.8493 -0.2510
C -0.481969 -7.413462 -2.450732 0.0540 0.4952 -0.4274
C 0.749421 -5.462912 1.698418 0.2051 1.1821 -0.7349
H -2.567099 -4.977582 0.511038 0.3869 0.2462 -0.3205
H -1.277809 -3.864512 1.279258 -0.8662 0.3385 -0.3650
H -2.190509 -5.066252 2.185998 0.1788 0.1378 0.1338
H -0.930879 -7.009622 2.730388 -0.4364 0.5841 0.1975
H -2.208549 -7.190202 1.521218 0.0669 -0.1300 -0.1010
H -1.156409 -9.130472 1.803368 0.7708 -0.6724 0.1073
H 0.588141 -8.559572 1.526018 -0.2645 0.0418 0.4145
H -1.789839 -8.420362 -0.469492 -0.0955 0.0525 0.2205
H -0.419949 -9.498152 -0.572212 0.2600 0.2496 -0.5008
H 2.102451 -6.921002 -1.565222 0.2767 -0.2177 -0.1764
H 2.009901 -7.379582 0.104878 -0.1189 -0.3704 0.0073
H 1.855531 -8.660442 -1.173642 -0.2236 0.1365 0.0659
H 0.083921 -6.793612 -3.146172 0.2415 -0.1917 -0.0275
H -0.590709 -8.421012 -2.852122 0.6058 -0.1071 0.2575
H -1.506059 -7.045772 -2.515182 -0.1452 0.2019 0.3840
H 1.393721 -6.299152 1.969858 -0.1725 -0.1517 -0.5076
H 0.659991 -4.883522 2.617328 -0.6668 0.0073 -0.0132
H 1.216261 -4.778252 0.990318 0.7502 -0.0143 0.1891
H -0.722169 -4.863532 -1.999452 -0.9664 -0.1099 -1.2477
C 1.339311 6.431988 -0.053342 0.3089 0.4934 0.4392
C 0.055751 5.849058 0.535518 -1.0346 -0.8076 -0.0840
C 0.337261 4.391658 0.918848 1.8611 -0.5694 0.7916
C 1.295751 4.245968 2.134398 -0.3062 0.8274 0.7782
C 0.682241 4.891238 3.322248 -1.8405 2.1292 0.9182
C 0.190681 6.432588 3.098908 2.3755 -1.6340 0.9844
N -0.471149 6.518578 1.767708 0.5214 -3.3232 1.3524
O -0.989649 7.734448 1.583148 -0.7211 2.1489 -1.0739
C -0.722249 6.812498 4.263068 -2.1612 0.4470 -1.0344
C 1.440261 7.379458 3.258568 -0.8492 0.0849 -1.9324
C -1.110849 5.769098 -0.546692 1.1843 0.9823 1.5523
H 1.696711 5.880878 -0.923202 -0.2238 -0.0973 -0.0483
H 2.122491 6.383938 0.703238 0.1130 -0.0531 -0.1419
H 1.282271 7.481148 -0.343382 -0.2916 0.1201 -0.0873
H -0.568139 3.817718 1.116168 -0.1310 0.1214 -0.0144
H 0.901631 3.911178 0.119638 -0.4537 -0.0320 -0.5888
H 2.250371 4.771208 2.103888 0.3389 -0.3543 -1.1197
H 1.469861 3.243318 2.524868 0.2016 -0.4460 -0.9397
H 1.341061 4.901758 4.190538 0.2462 0.0850 -0.0078
H -0.164259 4.280138 3.635458 -0.4889 0.2209 0.0356
H -1.655799 6.257828 4.168618 0.0671 -0.7082 0.3591
H -0.375859 6.816868 5.296558 0.5883 -0.5346 -0.3449
H -1.160439 7.800418 4.121298 0.5407 0.4885 -0.1849
H 1.178051 8.289378 2.718778 -0.2644 0.5478 0.3780
H 1.697761 7.674378 4.275828 0.1536 -0.4545 -0.1473
H 2.253091 7.065228 2.603848 0.5386 -0.4532 0.7526
H -1.984259 5.420518 0.004458 -0.0342 -0.0818 -0.3425
H -0.813309 5.116448 -1.367432 -0.0942 -0.0284 0.1007
H -1.298269 6.779398 -0.910382 -0.1644 -0.0825 -0.1946
H -0.264359 8.233178 1.199968 0.0814 0.9786 -0.1396
C 4.565591 0.375698 3.722718 -1.0728 -0.9110 0.0449
C 3.544691 0.115208 4.931508 1.7724 1.3127 0.4766
C 2.264681 1.037548 4.765098 0.9667 -1.2577 -1.4650
C 0.987491 0.676028 5.517298 1.4586 0.9480 -1.3348
C 0.653061 -0.757372 5.143878 0.3196 0.2361 1.5913
C 1.830771 -1.769962 5.441718 0.2915 0.3529 -1.5129
N 3.176921 -1.301482 4.884308 -2.7256 1.3201 -0.4408
O 4.230481 -2.198962 5.136298 -0.3477 0.2251 0.0405
C 1.889951 -2.023132 6.945808 -0.0541 -0.8295 -0.3238
C 1.512701 -3.021902 4.546008 0.8235 -0.7214 1.8021
C 4.358501 0.517858 6.204038 -0.8380 -0.7364 0.4039
H 4.834021 1.419618 3.560638 -0.0008 -0.0439 0.2776
H 4.174631 -0.032872 2.790878 -0.7844 0.3698 -0.2245
H 5.449641 -0.260272 3.768268 0.3397 0.3417 0.8666
H 2.509411 2.099598 4.749288 0.3390 -0.0503 0.5111
H 2.034281 0.816758 3.722848 -0.2830 0.2189 -0.3314
H 0.239861 1.343148 5.088248 -0.3199 0.0215 0.2409
H 1.105571 0.956298 6.564008 -0.3068 -0.6632 0.2344
H 0.219621 -0.865972 4.149678 0.5821 0.2662 -0.2722
H -0.201609 -0.906722 5.803668 -0.0102 -1.1923 0.1705
H 2.006091 -1.122642 7.548908 -0.2901 0.1207 -0.2485
H 0.965371 -2.548222 7.185618 -0.0609 0.1096 0.4691
H 2.717841 -2.674362 7.226168 0.0682 -0.0862 -0.2125
H 2.143511 -3.844842 4.882098 0.3824 -0.1233 0.1266
H 0.525911 -3.444842 4.734318 -0.4121 0.4626 -0.3675
H 1.795671 -2.899772 3.500488 -0.5247 0.5397 -0.0426
H 5.153201 -0.200192 6.406398 0.3642 0.2520 -0.4407
H 3.764331 0.427438 7.113368 -0.4505 0.1724 0.0248
H 4.709141 1.549458 6.173038 0.1930 -0.1454 -0.2371
H 4.314271 -2.535042 4.240958 0.5816 -0.4568 0.0826
C 1.959571 1.901768 -5.207162 0.4428 0.1096 -0.8784
C 0.937161 2.878908 -4.650262 -0.7197 -0.1539 0.0980
C 1.465741 4.328648 -4.902722 0.4670 -2.0789 4.2140
C 1.449851 4.867248 -6.193562 -0.6736 1.3490 -2.8125
C 0.082241 4.792898 -6.814982 -1.4745 -0.7077 -0.6143
C -0.652099 3.395618 -6.700662 2.0936 -2.0671 -2.1472
N -0.358809 2.744088 -5.386722 -0.4192 3.6519 0.7007
O -1.063439 1.571098 -5.175232 0.9773 -0.4198 -0.2390
C -2.191169 3.381118 -6.969542 0.3280 1.2056 1.4381
C -0.014649 2.460478 -7.896662 -1.1599 0.1262 0.4867
C 0.760501 2.593988 -3.095542 -0.3778 0.3578 -0.7930
H 2.296371 2.256908 -6.181092 0.1713 0.1701 -0.0265
H 1.539591 0.926718 -5.454132 0.0501 -0.3157 0.5404
H 2.860451 1.824248 -4.598462 -0.1478 -0.2524 0.2304
H 0.947211 5.041678 -4.261772 -0.0707 -0.2772 0.5236
H 2.538111 4.364248 -4.710742 0.0876 -0.3625 1.3026
H 2.239421 4.454878 -6.821762 -0.2135 -0.2129 -0.3716
H 1.751511 5.894198 -5.987472 -0.0921 0.3738 -0.8393
H 0.268691 5.028958 -7.862662 -0.8049 -0.0527 -0.1759
H -0.672129 5.472918 -6.419272 0.4883 0.6242 0.2671
H -2.516469 3.877928 -7.883572 0.4554 -0.1475 -0.1944
H -2.700989 2.424048 -6.859012 0.6376 -0.2387 -0.3364
H -2.628929 3.958188 -6.155012 -0.1603 0.3247 0.1131
H -0.823079 1.787438 -8.182232 0.2533 -0.7600 0.3670
H 0.172921 2.886798 -8.882142 0.1971 0.9228 0.2822
H 0.894791 1.934478 -7.606232 -0.2278 -0.0919 0.0397
H 1.618171 2.994048 -2.554742 0.0919 0.0831 -0.0585
H 0.656581 1.548148 -2.806542 0.2897 -0.3257 -0.5438
H -0.149049 3.019348 -2.671422 -0.0115 0.5259 -0.2851
H -0.441759 1.007078 -5.641062 -0.5046 -1.4639 -0.1303
C 6.007961 -3.205222 -1.338932 -1.0971 -0.4730 0.8516
C 4.660291 -2.949142 -0.548642 0.7080 0.4838 -1.3994
C 4.670161 -1.568452 0.094528 1.3649 0.4499 1.2185
C 4.524131 -0.323452 -0.783932 -1.7226 -0.2699 -0.2851
C 3.216931 -0.380482 -1.563952 -0.8563 -0.7845 0.1905
C 3.086241 -1.762612 -2.297532 -0.3586 0.6429 -0.6967
N 3.470331 -2.915042 -1.380212 -0.4776 3.0167 0.6490
O 3.172651 -4.157652 -1.845792 -0.6713 -1.4979 -0.9083
C 1.590611 -1.976872 -2.704062 -0.3140 -0.6901 1.3114
C 3.969301 -1.554912 -3.508962 0.8185 -0.9697 -1.7063
C 4.477061 -4.019072 0.561438 0.7261 0.2645 0.2601
H 6.295161 -2.378912 -1.989182 0.1940 0.0812 0.5134
H 5.961051 -4.087022 -1.977932 -0.2671 -0.1194 0.0740
H 6.694971 -3.436922 -0.525032 0.6529 0.3483 -0.4345
H 3.957031 -1.648652 0.914958 -0.5395 0.6377 -0.1556
H 5.614951 -1.447412 0.624458 0.3165 -0.1875 0.0972
H 5.295381 -0.225532 -1.547922 0.3733 -0.1592 0.3245
H 4.459951 0.626948 -0.254102 0.5726 -0.2228 0.5597
H 3.153181 0.516128 -2.180502 0.4061 -0.4493 -1.0676
H 2.264541 -0.199542 -1.065642 0.2462 -0.4114 1.3542
H 1.317031 -3.008692 -2.924542 0.6134 -0.1483 -0.6262
H 0.999761 -1.858752 -1.795742 0.0026 0.3911 0.4272
H 1.072221 -1.345652 -3.425822 0.8297 0.3250 -0.2784
H 3.739641 -0.647532 -4.067542 -0.1352 0.2799 0.4200
H 5.039301 -1.562862 -3.301272 -0.1241 0.3412 0.3231
H 3.906941 -2.299152 -4.302892 -0.3784 -0.6105 0.1950
H 3.674051 -3.715842 1.233248 -0.4607 -0.3020 -0.2153
H 5.335711 -4.098632 1.228148 0.4181 0.6678 -0.0522
H 4.439401 -5.063432 0.251608 -0.6704 0.1409 -0.5309
H 2.541661 -4.396192 -1.162752 -0.3230 -0.7683 -0.3461
C -3.979739 1.948658 -3.137132 -0.8323 -1.2094 0.8603
C -4.207369 2.229498 -1.650942 0.9125 0.4296 0.3521
C -3.107099 3.152058 -1.104092 -1.5232 1.5779 -1.0189
O -5.549529 2.717468 -1.385942 1.4067 0.0451 -0.6343
H -3.078109 1.347418 -3.254132 0.5161 0.7582 -0.2747
H -4.103649 2.814668 -3.787342 0.4679 -0.0170 0.1538
H -4.723969 1.204068 -3.419622 -0.4921 0.0506 -0.2925
H -4.013149 1.345908 -1.042952 -0.6359 -0.8128 -0.2583
H -3.179079 4.073548 -1.681822 0.5597 0.0251 -0.7688
H -2.138779 2.666958 -1.227102 -0.1010 0.2420 0.3991
H -3.323499 3.643068 -0.155312 0.2768 -1.1444 0.6296
H -6.140569 2.157918 -1.895032 -0.2465 -0.0524 0.0190
C -4.180259 -1.328772 1.106288 0.3728 -1.6005 -0.4489
C -5.518209 -1.714632 1.709298 0.2166 0.7552 3.0544
C -5.463079 -2.549742 3.009958 1.2228 -1.6981 -1.4785
O -6.034019 -0.480242 2.098558 -1.5163 1.4205 -0.4910
H -3.342169 -1.231762 1.796428 -0.4383 0.3261 0.4959
H -4.312559 -0.403012 0.546318 -0.0473 -0.0923 -0.0825
H -3.876099 -2.153762 0.462088 0.1902 0.1750 -0.4133
H -6.149529 -2.270912 1.016418 -0.2380 0.3764 -0.3395
H -5.042489 -3.470652 2.606048 0.4712 -0.6150 0.5170
H -6.381059 -2.916692 3.469048 -0.3758 0.7560 -0.2670
H -4.772119 -2.183832 3.769418 -0.0607 0.3192 -0.1172
H -6.158749 -0.398722 3.046918 -0.0621 -0.2720 -0.1229
C -4.062599 3.025358 2.624838 -1.8747 1.4224 0.3820
C -5.468189 3.340848 1.992158 2.1944 1.1861 -1.5680
C -5.539979 4.649378 1.173368 0.7012 0.3963 -0.4720
O -5.767879 2.223438 1.189988 -1.1796 -0.0807 1.1373
H -4.477149 2.324538 3.349478 1.3063 -0.3607 0.3957
H -3.794209 3.981008 3.075168 0.4481 -0.2216 0.6537
H -3.218819 2.682598 2.025968 -0.5025 -0.2732 -0.2953
H -6.076849 3.622828 2.851288 -0.7386 -1.2415 0.0759
H -5.226379 4.565748 0.132808 0.2181 -0.3680 0.0234
H -4.857769 5.379528 1.608778 -0.0825 0.1812 0.1812
H -6.511569 5.132068 1.067898 -0.2799 -0.3272 0.5053
H -5.497269 2.480488 0.305518 -0.4456 -0.0217 -0.3893
C -3.738219 -3.379312 -1.883942 -0.7805 0.6214 0.0642
C -2.919119 -3.172692 -3.182112 -1.7544 2.3217 2.8043
C -2.074409 -1.901412 -2.968322 0.8880 -0.2243 -1.1844
O -2.165789 -4.318612 -3.373942 1.2075 -1.0216 -0.5698
H -3.097049 -3.410312 -1.003012 0.3097 -0.4049 -0.1953
H -4.453189 -4.202032 -1.879112 0.3932 -0.5544 -0.2280
H -4.403339 -2.550882 -1.640172 0.1059 0.4571 -0.4350
H -3.608609 -3.037882 -4.015492 0.0813 0.1728 -0.1540
H -1.283439 -1.986122 -2.223142 -0.0382 -0.5498 0.1791
H -2.562939 -0.960052 -2.716782 -0.7695 -0.4224 -0.0148
H -1.568929 -1.696512 -3.912042 0.2323 0.1026 -0.0738
H -2.803549 -4.888712 -3.809672 0.4175 -0.6679 -0.1005
C 0.671091 0.582748 1.317958 0.7630 2.2088 1.5880
C -0.354249 -0.043672 0.498308 -1.0696 -0.9409 -0.8857
C -0.718189 -1.450792 0.956888 0.5577 -1.3412 -0.4194
O -1.488179 0.845888 0.503828 0.6880 0.2964 0.2970
H 0.856671 1.585838 0.933938 -0.1769 0.2240 -0.1707
H 1.690251 0.203928 1.394768 -0.3481 -0.9170 -0.0385
H 0.216661 0.759428 2.292838 0.3817 -0.1224 0.4168
H 0.101241 -0.033122 -0.491902 -0.5768 -0.5725 -0.6328
H -0.608979 -1.734372 2.003668 -0.5322 1.0367 0.5756
H -0.009989 -2.199722 0.602398 0.5584 0.1986 -0.8330
H -1.661809 -1.852042 0.587158 -0.1631 0.4970 -0.0012
H -2.333079 0.446478 0.284268 0.1848 -0.5041 -0.0532